No. 1
13
Properties=species:S:1:pos:R:3 method="wB97M-V/def2-TZVPD" homo_energy_ev=-8.66 total_energy_ha=-1014.86139 spin_multiplicity=1 gap_ev=8.07 de_lowest_kj_mol=282.2 fmax_ev_per_a=3.2
C -0.8627 -0.2019 -1.0766
C 0.0949 -0.3552 0.1493
C -0.4348 0.9748 -0.1957
C 1.5698 -0.6285 -0.2032
S -2.2350 1.5083 1.4824
Cl -1.3092 0.5020 3.0257
H -0.3840 -0.4772 -2.0287
H -1.8575 -0.5292 -1.0688
H -0.2331 -0.9023 0.9930
H -0.1165 2.0104 -0.1995
H 2.0441 0.1537 -0.8712
H 1.5087 -1.5646 -0.7168
H 2.2152 -0.4905 0.7100

***

No. 2
60
Properties=species:S:1:pos:R:3 method="wB97M-V/def2-TZVPD" homo_energy_ev="-7.99 / -8.67" total_energy_ha=-4928.02636 spin_multiplicity=3 gap_ev="8.06 / 5.98" de_lowest_kj_mol=122.6 fmax_ev_per_a=3.8
Au 5.4063 -9.5800 -11.1171
C 9.5069 -10.8239 -9.9362
N 8.3706 -9.9736 -9.6158
C 8.2699 -8.7161 -10.5093
C 8.1894 -9.0901 -11.9717
N 7.1503 -10.0780 -12.1912
C 7.3622 -10.8768 -13.2775
C 6.5256 -11.9950 -13.5038
F 5.7034 -12.3338 -12.4286
C 6.5811 -12.8324 -14.6260
F 5.7737 -13.8868 -14.7569
C 7.4151 -12.4634 -15.6357
F 7.2960 -13.0989 -16.7788
C 8.2724 -11.3828 -15.5018
F 9.0370 -11.1525 -16.5661
C 8.2382 -10.6576 -14.3751
F 9.0105 -9.5177 -14.4938
C 8.2328 -9.6198 -8.1895
C 6.8139 -9.1781 -7.7118
N 5.8362 -10.1915 -7.8441
C 4.5722 -9.8922 -7.5085
C 3.9637 -8.8540 -6.7722
F 4.6706 -7.8603 -6.4169
C 2.6852 -8.8869 -6.3242
F 2.2248 -7.9872 -5.4811
C 1.7853 -9.8858 -6.7615
F 0.5634 -9.8826 -6.3111
C 2.3231 -10.8919 -7.5909
F 1.4795 -11.7905 -8.1462
C 3.6561 -10.8698 -7.9049
F 4.1383 -11.7565 -8.7780
H 10.4135 -10.2923 -10.2179
H 9.2174 -11.5811 -10.7054
H 9.7145 -11.4160 -9.0389
H 9.1087 -8.0446 -10.2678
H 7.3558 -8.2174 -10.2550
H 9.1706 -9.5388 -12.2740
H 8.1135 -8.1716 -12.5294
H 8.8407 -8.7413 -8.0105
H 8.6794 -10.3842 -7.5280
H 6.3806 -8.2231 -8.1065
H 7.0472 -8.9896 -6.5938
O 4.4400 -11.2968 -16.7688
C 4.7079 -10.2578 -15.9591
O 5.8555 -9.9196 -15.8824
C 3.5198 -9.6706 -15.3128
N 2.3246 -10.0428 -16.0744
C 1.8461 -8.8755 -16.9682
C 2.9442 -7.7849 -16.7553
C 3.5080 -8.1100 -15.3490
H 3.5197 -9.9674 -14.2566
H 1.6004 -10.2329 -15.4020
H 3.4897 -11.3292 -16.8367
H 0.9025 -8.4245 -16.6762
H 1.7812 -9.2574 -18.0053
H 2.5152 -6.8014 -16.7825
H 3.7078 -7.7183 -17.5029
H 2.9904 -7.7323 -14.5275
H 4.5527 -7.9013 -15.1954
Br 3.2952 -8.5395 -10.2684

***

No. 3
37
Properties=species:S:1:pos:R:3 method="wB97M-V/def2-TZVPD" charge=-1 homo_energy_ev=-4.53 total_energy_ha=-961.10532 spin_multiplicity=1 gap_ev=7.22 smiles="CC(C)C[C@H](C)CON[C@](O)(CC(=O)F)C(=O)[O-]" fmax_ev_per_a=9.6
C 3.8803 -0.6895 1.4075
C 3.6558 -0.0648 -0.1169
C 3.1963 -1.2600 -1.1398
C 2.7334 1.2870 -0.1561
C 1.1451 1.0486 -0.4765
C 0.5310 2.5286 -0.9194
C 0.3970 0.3769 0.8171
O -1.0284 0.7068 0.9607
N -1.7512 0.3540 -0.1161
C -3.1174 -0.2269 0.3015
O -3.1371 -0.7096 1.6950
C -3.4165 -1.4676 -0.7768
C -3.8316 -2.8291 0.0493
O -2.8498 -3.6831 0.3743
F -5.2734 -3.0046 0.4030
C -4.2785 0.9687 0.1730
O -4.7231 1.3901 -1.0330
O -4.8544 1.6756 1.3479
H 2.8387 -1.0570 1.7938
H 4.6757 -1.5719 1.2942
H 4.3827 0.1448 2.0667
H 4.7466 0.2678 -0.4695
H 2.1593 -1.6865 -0.7302
H 4.0299 -2.1041 -1.2055
H 2.9727 -0.8344 -2.2309
H 3.2391 2.0871 -0.8829
H 2.8127 1.7822 0.9268
H 0.9311 0.3391 -1.4022
H 1.4187 3.3230 -0.8596
H 0.1798 2.4648 -2.0417
H -0.3042 2.9259 -0.2033
H 0.4755 -0.8103 0.7253
H 0.9321 0.6331 1.8528
H -2.0218 1.2804 -0.5647
H -4.0941 -0.7321 2.0529
H -4.2365 -1.1393 -1.5599
H -2.4157 -1.7135 -1.3565

***

No. 4
61
Properties=species:S:1:pos:R:3 method="wB97M-V/def2-TZVPD" homo_energy_ev=-7.76 total_energy_ha=-1859.21798 spin_multiplicity=1 gap_ev=8.17 de_lowest_kj_mol=0.0 fmax_ev_per_a=2.6
C -2.6780 3.3872 0.5879
C -1.9318 2.4555 0.4117
Si -0.8726 0.9544 0.0354
N -1.9718 -0.3060 -0.3912
C -1.3404 -1.6270 -0.6180
C -0.5832 -1.8055 -1.9642
O 0.1716 1.4634 -1.2582
C -0.5988 2.0067 -2.1731
N -1.1627 2.2093 -3.1617
O 0.1407 0.5804 1.2936
Si -0.5285 0.7920 2.8467
C 0.1529 2.2644 3.8108
C 0.2395 3.6034 3.0145
C 1.1860 4.5662 3.8482
O 0.8133 3.4778 1.7250
H -3.4646 4.1256 0.5197
H -2.6052 -0.0426 -1.1418
H -0.7307 -1.9206 0.2575
H -2.1744 -2.3611 -0.6345
H -0.1702 -0.8749 -2.3901
H 0.2841 -2.4846 -1.7585
H -1.1924 -2.2732 -2.7596
H -0.1948 -0.4397 3.6017
H -1.9963 0.8321 2.7773
H -0.5548 2.4446 4.6512
H 1.1323 2.0567 4.2844
H -0.7201 4.1426 2.9477
H 1.0818 4.3753 4.9308
H 0.9587 5.6175 3.5985
H 2.2163 4.3309 3.5173
H 1.7244 3.1650 1.7784
N 3.5798 -5.3222 -0.3365
C 2.9826 -4.3192 0.3757
C 2.7384 -3.2810 -0.4857
C 3.2020 -3.6755 -1.7686
C 3.7133 -4.9402 -1.6446
H 3.8747 -6.2038 0.0422
H 2.7847 -4.4298 1.4303
H 2.2767 -2.3417 -0.2238
H 3.1637 -3.0974 -2.6779
H 4.1598 -5.5991 -2.3706
N -2.8388 3.4656 -5.5705
C -2.9339 3.1981 -6.9075
C -3.4007 4.3257 -7.5335
C -3.5895 5.3139 -6.5332
C -3.2315 4.7525 -5.3339
H -2.5269 2.8158 -4.8669
H -2.6632 2.2310 -7.2978
H -3.5846 4.4299 -8.5907
H -3.9461 6.3213 -6.6764
H -3.2233 5.1573 -4.3355
N 1.3606 -3.3382 3.4051
C 0.4036 -4.3147 3.4597
C 0.9258 -5.3795 4.1460
C 2.2485 -5.0300 4.5255
C 2.4865 -3.7644 4.0565
H 1.2527 -2.4455 2.9566
H -0.5625 -4.1681 3.0057
H 0.4156 -6.3059 4.3542
H 2.9453 -5.6375 5.0799
H 3.3565 -3.1329 4.1286

***

No. 5
52
Properties=species:S:1:pos:R:3 method="wB97M-V/def2-TZVPD" charge=+1 homo_energy_ev="-11.53 / -12.06" total_energy_ha=-1753.72155 spin_multiplicity=5 gap_ev="9.24 / 5.29" fmax_ev_per_a=3.0
Pd -0.5671 -0.0858 1.9309
O -0.9565 0.2852 6.1142
C -0.7443 0.3080 4.9567
O -1.2014 0.7371 3.8863
C 0.8919 -0.6047 4.5487
O 1.6549 -0.5589 5.4451
O 0.8000 -1.0604 3.3923
C 0.2613 5.6683 -1.1624
C -0.3281 4.7206 -1.9871
C -0.3692 3.3895 -1.5990
C 0.1981 2.9995 -0.3864
C 0.7883 3.9561 0.4399
C 0.8163 5.2867 0.0509
Si 0.2135 1.1669 0.0664
C -1.1326 0.2421 -0.9354
C -0.7806 -0.5163 -2.0533
C -1.7693 -1.1066 -2.8244
C -3.1063 -0.9788 -2.4638
C -3.4620 -0.2538 -1.3343
C -2.4790 0.3475 -0.5649
C 1.9346 0.4882 -0.3744
C 2.5567 0.8557 -1.5657
C 3.7850 0.3100 -1.9097
C 4.4058 -0.6023 -1.0676
C 3.8085 -0.9560 0.1333
C 2.5813 -0.4101 0.4802
H 0.2864 6.7069 -1.4646
H -0.7658 5.0114 -2.9331
H -0.8388 2.6584 -2.2472
H 1.2354 3.6712 1.3853
H 1.2726 6.0226 0.6997
H 0.2608 -0.6283 -2.3307
H -1.4917 -1.6667 -3.7079
H -3.8722 -1.4532 -3.0634
H -4.5026 -0.1549 -1.0543
H -2.7669 0.9287 0.3069
H 2.0831 1.5725 -2.2277
H 4.2642 0.6071 -2.8333
H 5.3602 -1.0321 -1.3410
H 4.3011 -1.6473 0.8055
H 2.1388 -0.6627 1.4399
C -1.8730 -5.1892 0.2389
N -2.1616 -3.9327 0.9078
C -1.3222 -2.9168 1.1006
N -0.0477 -3.0209 0.6625
O -1.7643 -1.8718 1.6639
H -2.6003 -5.9294 0.5578
H -0.8851 -5.5616 0.5093
H -1.9272 -5.0877 -0.8466
H -3.1104 -3.7588 1.1959
H 0.2939 -3.8933 0.2978
H 0.6336 -2.3991 1.0616

***

No. 6
22
Properties=species:S:1:pos:R:3 method="wB97M-V/def2-TZVPD" homo_energy_ev=-6.84 total_energy_ha=-346.50625 spin_multiplicity=1 gap_ev=7.88 de_lowest_kj_mol=54.9 fmax_ev_per_a=2.2
C 1.3549 0.4102 -0.4963
C 0.8037 -0.1963 -1.8598
C -1.0705 1.7153 0.8104
C -0.5690 -0.8436 -1.9404
C 0.5763 -0.2067 0.6381
C -0.4936 0.3894 1.2353
N 1.0181 -1.4524 1.0907
N -1.0618 -0.1854 2.3746
H 1.5028 -1.9773 0.3677
H 0.2318 -1.9895 1.4560
H -0.3480 -0.6652 2.9240
H -1.5424 0.4967 2.9554
H 2.4200 0.1623 -0.4173
H 1.2524 1.4982 -0.5239
H 0.8383 0.6235 -2.5873
H 1.5475 -0.9252 -2.2000
H -2.1651 1.6704 0.8190
H -0.7583 2.5044 1.5046
H -0.7827 2.0211 -0.1981
H -0.7917 -1.1055 -2.9804
H -1.3586 -0.1676 -1.6027
H -0.6039 -1.7768 -1.3696

***

No. 7
12
Properties=species:S:1:pos:R:3 method="wB97M-V/def2-TZVPD" homo_energy_ev=-9.11 total_energy_ha=-302.63015 spin_multiplicity=1 gap_ev=9.94 de_lowest_kj_mol=165.3 fmax_ev_per_a=0.9
C 2.0419 -0.9006 0.5616
N 0.7613 -1.0334 -0.0376
C -0.3219 -0.4690 -0.2920
N -0.9892 0.7116 0.1208
C -2.0951 1.2153 -0.5469
O -2.5665 2.3072 -0.3246
H 2.4361 -1.9201 0.6616
H 2.7138 -0.4065 -0.1513
H 2.0882 -0.3717 1.5175
H -0.9157 -0.9995 -1.0382
H -0.6350 1.3346 0.8364
H -2.5179 0.5319 -1.3073

***

No. 8
14
Properties=species:S:1:pos:R:3 method="wB97M-V/def2-TZVPD" homo_energy_ev=-9.50 total_energy_ha=-303.85744 spin_multiplicity=1 gap_ev=10.39 smiles="CNC(=O)CN" de_lowest_kj_mol=91.1 fmax_ev_per_a=2.2
N 1.8043 0.1385 -0.9711
C 1.2585 -0.9875 -0.2231
C 0.0061 -0.4998 0.5382
N -0.8335 0.3371 -0.1622
C -1.9415 0.9056 0.5558
O -0.2612 -0.9145 1.6267
H 1.4486 0.2118 -1.9159
H 2.7827 -0.0559 -1.1266
H 1.0382 -1.9596 -0.6697
H 1.8771 -1.2378 0.6402
H -0.3255 0.9848 -0.7473
H -2.2333 0.2337 1.3688
H -1.7499 1.8390 1.0917
H -2.8706 1.0046 -0.0057

***

Copy entry 5 word for word.
52
Properties=species:S:1:pos:R:3 method="wB97M-V/def2-TZVPD" charge=+1 homo_energy_ev="-11.53 / -12.06" total_energy_ha=-1753.72155 spin_multiplicity=5 gap_ev="9.24 / 5.29" fmax_ev_per_a=3.0
Pd -0.5671 -0.0858 1.9309
O -0.9565 0.2852 6.1142
C -0.7443 0.3080 4.9567
O -1.2014 0.7371 3.8863
C 0.8919 -0.6047 4.5487
O 1.6549 -0.5589 5.4451
O 0.8000 -1.0604 3.3923
C 0.2613 5.6683 -1.1624
C -0.3281 4.7206 -1.9871
C -0.3692 3.3895 -1.5990
C 0.1981 2.9995 -0.3864
C 0.7883 3.9561 0.4399
C 0.8163 5.2867 0.0509
Si 0.2135 1.1669 0.0664
C -1.1326 0.2421 -0.9354
C -0.7806 -0.5163 -2.0533
C -1.7693 -1.1066 -2.8244
C -3.1063 -0.9788 -2.4638
C -3.4620 -0.2538 -1.3343
C -2.4790 0.3475 -0.5649
C 1.9346 0.4882 -0.3744
C 2.5567 0.8557 -1.5657
C 3.7850 0.3100 -1.9097
C 4.4058 -0.6023 -1.0676
C 3.8085 -0.9560 0.1333
C 2.5813 -0.4101 0.4802
H 0.2864 6.7069 -1.4646
H -0.7658 5.0114 -2.9331
H -0.8388 2.6584 -2.2472
H 1.2354 3.6712 1.3853
H 1.2726 6.0226 0.6997
H 0.2608 -0.6283 -2.3307
H -1.4917 -1.6667 -3.7079
H -3.8722 -1.4532 -3.0634
H -4.5026 -0.1549 -1.0543
H -2.7669 0.9287 0.3069
H 2.0831 1.5725 -2.2277
H 4.2642 0.6071 -2.8333
H 5.3602 -1.0321 -1.3410
H 4.3011 -1.6473 0.8055
H 2.1388 -0.6627 1.4399
C -1.8730 -5.1892 0.2389
N -2.1616 -3.9327 0.9078
C -1.3222 -2.9168 1.1006
N -0.0477 -3.0209 0.6625
O -1.7643 -1.8718 1.6639
H -2.6003 -5.9294 0.5578
H -0.8851 -5.5616 0.5093
H -1.9272 -5.0877 -0.8466
H -3.1104 -3.7588 1.1959
H 0.2939 -3.8933 0.2978
H 0.6336 -2.3991 1.0616